1.
# C35H40N7O4PdS

A structure of composition C35H40N7O4PdS (ωB97M-V/def2-TZVPD, the Open Molecules 2025 dataset).

Computed properties:
Charge = -1
Gap between HOMO and LUMO = 5.3180 eV
HOMO level = -3.3 eV

```
88
Properties=species:S:1:pos:R:3:forces:R:3:lowdin_charge:R:1
Pd 1.54479 1.30456 -1.29883 -0.544 0.401 -0.277 0.39
C 5.11702 1.20441 -3.41903 -0.031 0.009 0.056 0.00
C 4.50560 1.69010 -2.12374 -0.023 -0.031 -0.022 -0.55
O 4.07643 0.91681 -1.28408 0.586 -0.036 0.032 -0.02
N 4.52946 3.04418 -1.94421 -0.083 0.047 0.206 0.06
C 3.72953 3.68408 -0.91003 -0.039 -0.058 -0.100 -0.12
C 2.43472 4.21343 -1.48781 0.123 -0.026 -0.162 -0.27
C 1.99274 5.50352 -1.26092 -0.040 0.037 0.064 -0.04
C 0.81473 5.93422 -1.86411 0.002 -0.070 -0.026 -0.09
C 0.14331 5.05374 -2.69457 -0.025 0.131 0.066 -0.09
C 0.66354 3.78065 -2.88162 -0.005 -0.105 0.006 -0.17
N 1.77251 3.34573 -2.27620 0.164 -0.080 0.210 0.02
H 4.56411 0.33228 -3.76062 -0.022 0.016 0.026 0.08
H 6.14815 0.90504 -3.22598 0.012 0.000 -0.033 0.08
H 5.10714 1.96786 -4.19679 0.023 -0.017 -0.010 0.07
H 4.72772 3.61120 -2.75017 -0.001 -0.073 -0.106 0.13
H 4.30302 4.48373 -0.43832 -0.033 0.016 0.027 0.12
H 3.49603 2.91783 -0.17110 0.035 0.018 0.057 0.10
H 2.55930 6.16760 -0.61992 0.025 -0.026 -0.001 0.11
H 0.44734 6.93970 -1.70552 -0.004 -0.004 0.018 0.10
H -0.76734 5.35093 -3.19871 0.007 -0.041 -0.026 0.10
H 0.17999 3.06601 -3.53784 0.001 -0.001 0.014 0.10
C -5.63782 0.53738 -0.08752 0.037 -0.019 -0.030 -0.04
C -5.04782 -0.08814 -1.35925 -0.067 -0.030 -0.037 -0.56
C -5.33044 -1.59118 -1.32629 0.040 0.074 0.003 -0.07
C -5.73245 0.51628 -2.59622 0.038 -0.025 0.067 -0.05
C -3.55622 0.21599 -1.44732 -0.028 0.062 0.005 -0.16
C -3.10512 1.53489 -1.37795 0.085 -0.082 0.006 -0.01
C -1.75525 1.79392 -1.53354 -0.266 0.008 -0.030 -0.13
N -0.84124 0.84743 -1.70397 -0.106 -0.120 -0.011 0.07
C -1.23872 -0.42518 -1.70048 -0.200 0.323 0.016 -0.19
C -2.59177 -0.76513 -1.61710 0.066 -0.106 0.038 0.04
C -0.15239 -1.43892 -1.71415 0.321 -0.171 -0.051 -0.19
C -0.40486 -2.79675 -1.51049 -0.054 0.014 0.005 0.04
C 0.63816 -3.70841 -1.44623 -0.017 0.064 -0.002 -0.17
C 1.92645 -3.18549 -1.55939 -0.003 0.032 0.024 -0.01
C 2.09926 -1.82934 -1.76425 0.078 -0.181 -0.067 -0.11
N 1.08973 -0.96848 -1.86424 -0.159 0.044 0.099 0.06
C 0.42618 -5.20699 -1.26736 -0.026 -0.086 -0.031 -0.56
C 1.02549 -5.93293 -2.48297 -0.032 0.045 0.052 -0.05
C -1.05614 -5.57227 -1.17286 0.055 0.039 0.013 -0.07
C 1.13018 -5.68173 0.01064 -0.003 0.042 -0.021 -0.04
H -6.69915 0.29093 -0.01363 0.004 0.007 0.009 0.08
H -5.54770 1.62343 -0.08807 0.009 0.007 0.005 0.08
H -5.13343 0.15725 0.80209 -0.016 0.005 0.008 0.10
H -6.40672 -1.75567 -1.25364 0.002 -0.007 0.002 0.08
H -4.85797 -2.05846 -0.46019 -0.013 -0.041 -0.018 0.09
H -4.97664 -2.08719 -2.23202 -0.007 -0.023 0.005 0.08
H -6.80818 0.32762 -2.56660 0.009 -0.003 0.004 0.08
H -5.32633 0.07788 -3.51004 -0.022 0.005 -0.010 0.09
H -5.57360 1.59425 -2.63970 -0.024 0.012 -0.019 0.08
H -3.78795 2.35558 -1.20309 -0.010 0.013 -0.042 0.11
H -1.38663 2.81516 -1.51240 0.031 -0.022 0.001 0.09
H -2.88266 -1.80367 -1.66917 -0.010 0.035 0.010 0.09
H -1.42364 -3.12899 -1.37896 0.037 -0.021 -0.018 0.09
H 2.79799 -3.82295 -1.47913 0.004 0.010 -0.035 0.11
H 3.09105 -1.39695 -1.84711 -0.018 0.015 0.005 0.10
H 0.54234 -5.59665 -3.40244 0.011 -0.024 -0.012 0.09
H 0.88205 -7.01184 -2.38926 -0.002 0.005 0.008 0.08
H 2.09420 -5.73768 -2.57234 0.013 -0.012 -0.014 0.08
H -1.59369 -5.27551 -2.07566 -0.033 -0.007 0.017 0.09
H -1.52939 -5.09954 -0.31025 -0.020 -0.007 -0.013 0.09
H -1.16002 -6.65273 -1.05979 0.008 -0.001 -0.001 0.08
H 2.20422 -5.49744 -0.03528 -0.007 -0.006 0.019 0.08
H 0.97462 -6.75432 0.14678 0.012 0.001 0.001 0.08
H 0.73515 -5.16231 0.88521 0.007 -0.008 0.003 0.09
O -2.65713 0.39123 6.53393 0.062 -0.001 0.120 -0.38
S -1.83537 0.47160 7.72703 0.018 0.065 0.056 0.39
O -1.97716 1.70794 8.48158 0.009 -0.134 -0.036 -0.37
O -1.79897 -0.74213 8.52545 0.031 0.103 -0.043 -0.37
C -0.12448 0.61268 7.08841 -0.160 -0.070 -0.168 -0.34
N 0.87783 0.66196 7.96508 -0.017 0.009 0.212 0.12
C 2.09164 0.80666 7.46116 -0.014 -0.004 -0.054 -0.13
C 2.34202 0.90137 6.09972 -0.015 0.001 -0.103 -0.01
C 1.23550 0.81816 5.26356 0.012 -0.056 0.366 -0.22
N 0.01317 0.67258 5.77298 0.045 0.048 -0.220 0.15
C 1.31358 0.89318 3.78362 -0.048 0.048 -0.239 -0.15
C 0.13928 1.05166 3.04904 0.107 -0.043 0.147 0.01
C 0.21492 1.14676 1.67244 -0.032 0.016 0.042 -0.12
N 1.36205 1.09062 0.99438 0.176 0.017 -0.151 -0.01
C 2.48296 0.90540 1.69143 0.058 -0.056 0.143 -0.14
C 2.50802 0.80941 3.07350 -0.090 -0.003 0.089 -0.01
H 2.90552 0.85225 8.17914 0.026 0.007 -0.024 0.10
H 3.34610 1.04095 5.72409 -0.004 -0.004 0.022 0.09
H -0.80224 1.08991 3.58060 -0.033 0.013 -0.058 0.12
H -0.68454 1.27206 1.07945 0.022 0.026 -0.021 0.09
H 3.39314 0.81684 1.10730 -0.016 0.051 -0.016 0.09
H 3.45120 0.65614 3.58188 0.007 -0.003 -0.044 0.10
```
Forces are in eV/Å.

***

2.
# C35H41AsN5P2PdSSe2Te

A structure of composition C35H41AsN5P2PdSSe2Te (ωB97M-V/def2-TZVPD, the Open Molecules 2025 dataset).

Computed properties:
Charge = -1
Gap between HOMO and LUMO (alpha / beta) = 5.8077 / 6.1206 eV
HOMO level (alpha / beta) = -3.6 / -5.3 eV
2S+1 = 3

```
89
Properties=species:S:1:pos:R:3:forces:R:3:mulliken_spin:R:1
Pd 0.30667 -0.45160 1.39090 -0.007 0.257 -0.129 0.36
Se 8.35830 -0.13662 0.88791 -0.058 0.011 0.013 0.00
P 6.42931 0.11871 1.70405 0.035 0.019 0.049 0.00
C 5.98147 1.88382 1.80804 0.019 0.035 -0.044 0.00
C 4.78297 2.36281 1.29359 0.008 0.000 -0.031 0.00
C 4.50143 3.72306 1.31448 0.010 -0.003 -0.010 0.00
C 5.41063 4.61431 1.85722 0.010 -0.006 0.008 0.00
C 6.62109 4.14600 2.35621 -0.030 0.023 -0.003 0.00
C 6.91119 2.79393 2.31399 0.064 -0.032 0.025 0.00
C 6.40921 -0.55310 3.39577 0.056 0.015 0.027 0.00
C 6.75728 0.20058 4.51098 -0.018 0.049 0.013 0.00
C 6.82898 -0.39378 5.76139 0.040 -0.031 0.009 0.00
C 6.54550 -1.74457 5.91204 0.018 0.010 -0.016 0.00
C 6.21238 -2.50586 4.79988 -0.016 0.013 0.020 0.00
C 6.16196 -1.91402 3.54733 -0.022 -0.003 0.009 0.00
C 5.07736 -0.69320 0.86219 -0.016 0.077 -0.203 0.00
C 3.70067 -0.86574 1.08779 0.010 -0.023 0.142 0.01
N 3.21462 -1.48799 -0.00205 0.040 -0.119 -0.107 0.00
N 4.21654 -1.68430 -0.85058 -0.091 0.087 -0.031 0.00
N 5.33432 -1.19431 -0.36707 0.082 -0.075 0.072 0.00
P 2.44919 -0.76220 2.37943 -0.042 -0.074 0.292 0.14
Se -0.79996 1.73846 2.11996 0.056 -0.037 0.094 0.50
C 2.93332 0.49770 3.62158 0.050 0.011 -0.021 -0.06
C 2.50671 1.80058 3.36275 -0.001 -0.007 0.023 0.06
C 2.76045 2.82997 4.25363 0.004 0.010 -0.022 -0.01
C 3.43100 2.56700 5.43795 0.008 -0.015 0.036 0.00
C 3.85703 1.27591 5.71153 -0.036 -0.023 0.020 0.00
C 3.61961 0.24848 4.80892 -0.070 0.032 -0.036 0.01
C 2.70908 -2.34981 3.27361 0.037 0.036 -0.066 -0.01
C 3.37037 -3.41383 2.66352 0.026 0.013 0.002 0.00
C 3.49428 -4.63567 3.30924 -0.016 -0.032 0.013 0.00
C 2.95511 -4.81952 4.57415 -0.004 0.022 -0.003 0.00
C 2.28985 -3.76789 5.19097 0.019 -0.010 -0.016 0.00
C 2.16691 -2.54853 4.54246 -0.031 0.043 0.052 0.00
H 4.07087 1.67653 0.85576 -0.002 -0.014 -0.005 -0.01
H 3.56410 4.07837 0.90487 -0.007 0.004 -0.002 0.00
H 5.18828 5.67397 1.87846 -0.001 0.005 -0.004 0.00
H 7.34878 4.84007 2.75736 0.008 0.001 0.003 0.00
H 7.88365 2.43854 2.63338 -0.010 -0.022 0.008 0.00
H 6.94421 1.26271 4.41728 0.001 -0.025 -0.016 0.00
H 7.09520 0.20420 6.62433 -0.002 0.007 0.005 0.00
H 6.58901 -2.20502 6.89125 -0.004 0.006 0.011 0.00
H 5.98282 -3.55868 4.90671 0.004 -0.006 -0.014 0.00
H 5.92468 -2.51103 2.67800 -0.017 -0.011 -0.035 0.00
H 1.96423 2.00457 2.44999 -0.038 0.016 -0.043 0.02
H 2.43139 3.83488 4.02133 -0.006 0.001 -0.008 0.00
H 3.62260 3.36516 6.14441 0.005 0.002 0.007 0.00
H 4.39441 1.06174 6.62675 0.003 0.004 0.005 0.00
H 3.98460 -0.74400 5.03529 0.013 -0.038 -0.014 0.00
H 3.79944 -3.28233 1.67792 -0.005 0.004 -0.004 0.00
H 4.01644 -5.44778 2.81797 0.001 0.001 -0.006 0.00
H 3.05196 -5.77284 5.07820 0.005 -0.008 -0.002 0.00
H 1.86972 -3.89612 6.18108 -0.008 0.006 0.007 0.00
H 1.65765 -1.73214 5.04137 0.029 -0.019 -0.014 0.00
Te -1.50264 1.03186 -0.10843 -0.017 -0.014 0.078 0.86
S -4.45241 -0.17105 3.76584 -0.046 0.007 -0.012 0.00
C -2.96470 -0.73355 4.24233 0.048 -0.001 0.021 0.00
N -2.06052 -0.07155 5.02165 -0.058 0.036 -0.026 0.01
C -0.75646 -0.72951 4.98615 0.010 -0.020 0.020 -0.03
C -1.12573 -2.15092 4.52525 0.054 0.027 -0.124 0.00
N -2.43383 -1.92994 3.93883 -0.056 -0.107 0.005 0.00
H -2.12733 0.93386 5.00605 0.023 -0.031 0.008 0.00
H -0.28620 -0.72622 5.96959 -0.012 0.014 0.001 0.00
H -0.09122 -0.24614 4.26354 -0.026 -0.002 0.001 0.01
H -1.17349 -2.85342 5.36358 -0.021 0.012 -0.001 0.00
H -0.42404 -2.53384 3.78285 -0.001 0.024 0.026 0.01
H -2.95040 -2.60792 3.40706 0.013 0.089 0.050 0.00
C 0.96580 -3.02443 -2.92221 0.019 -0.004 -0.036 0.01
C 0.74902 -1.85039 -1.97922 0.068 0.073 0.034 0.02
As 0.19290 -2.31934 -0.16449 -0.054 -0.246 -0.065 0.04
C 1.01346 -4.07239 0.12985 0.036 0.037 -0.029 0.02
C 0.48068 -4.75106 1.38525 0.009 -0.063 0.014 0.00
C -1.65179 -2.89944 -0.56000 0.023 -0.005 -0.041 0.03
C -2.56559 -2.88747 0.65798 -0.063 0.027 -0.009 0.03
H 1.17228 -2.66586 -3.93295 0.002 0.000 -0.002 0.00
H 0.09307 -3.67994 -2.97843 -0.015 0.001 0.013 0.00
H 1.82368 -3.62103 -2.61101 -0.003 0.008 0.007 0.00
H -0.03403 -1.18193 -2.34764 0.010 -0.016 0.015 0.00
H 1.66325 -1.26895 -1.86522 -0.051 -0.044 -0.031 -0.01
H 2.08837 -3.90061 0.18854 -0.024 0.000 -0.007 0.01
H 0.81692 -4.68598 -0.75166 0.018 -0.004 0.011 0.00
H 0.60045 -4.11690 2.26629 0.012 0.029 0.012 0.00
H 1.01353 -5.68408 1.58330 0.012 0.017 0.000 0.00
H -0.57789 -4.99639 1.28663 -0.013 -0.006 -0.009 0.00
H -1.61392 -3.88796 -1.02575 -0.016 -0.012 0.018 0.00
H -2.02647 -2.20324 -1.31432 -0.009 0.006 0.014 0.01
H -2.22597 -3.59742 1.41426 0.009 -0.030 0.017 0.00
H -3.59222 -3.14937 0.39074 0.002 -0.006 0.003 -0.01
H -2.58534 -1.89915 1.12256 0.011 0.015 -0.035 -0.01
```
Forces are in eV/Å.